Below is a single C6H13NO molecule, with properties calculated with wB97M-V/def2-TZVPD.

Geometry as ORCA input:
```
! RIJCOSX wB97M-V def2-TZVPD def2/J DEFGRID3
* xyz 0 1
N -2.325 -2.264 2.070
C -1.412 -2.207 0.942
C -1.052 -0.840 0.428
C 0.417 -0.711 -0.064
C 0.667 0.573 -0.852
C 1.619 1.368 -0.371
C 2.074 2.638 -1.095
O 1.005 3.417 -1.640
H -2.418 -1.393 2.576
H -3.280 -2.431 1.779
H -0.604 -2.937 1.037
H -1.775 -2.867 0.122
H -1.053 -0.053 1.198
H -1.697 -0.467 -0.374
H 0.685 -1.484 -0.818
H 1.097 -0.722 0.784
H -0.046 0.723 -1.654
H 2.170 1.082 0.506
H 2.523 3.178 -0.258
H 2.774 2.500 -1.931
H 0.629 2.898 -2.383
*
```

Calculated values
* SMILES: NCCC/C=C/CO
* molecular weight: 115.176 g/mol
* Kohn-Sham gap: 10.0762 eV
* energy relative to the best compared isomer or geometry (same formula, charge and spin): 61.67 kcal per mole
* LUMO level: 0.9 eV

***

Below is a 2-piece molecular cluster, C9H23FN3O2P overall, with properties calculated with wB97M-V/def2-TZVPD.

Geometry as ORCA input:
```
! RIJCOSX wB97M-V def2-TZVPD def2/J DEFGRID3
* xyz 0 1
N 1.488 -3.917 3.664
P 1.205 -2.405 2.831
O 1.753 -1.084 3.793
N 2.337 -2.428 1.368
F 2.728 -3.738 1.190
H 0.676 -4.546 3.587
H 1.760 -3.799 4.646
H 2.694 -1.241 4.052
H 3.174 -1.849 1.583
H 1.803 -2.084 0.523
C 0.700 1.384 0.930
C -0.572 0.732 0.349
C -1.641 1.817 0.103
C -1.348 2.757 -1.062
C -0.489 2.120 -2.156
C -0.528 0.576 -2.196
N -0.127 0.074 -0.883
O -0.096 -1.317 -0.797
C 0.526 0.143 -3.235
C -1.909 0.101 -2.690
C -1.151 -0.196 1.426
H 1.462 0.629 1.150
H 0.487 1.918 1.865
H 1.142 2.102 0.237
H -2.606 1.334 -0.081
H -1.791 2.415 1.011
H -2.299 3.097 -1.486
H -0.847 3.660 -0.697
H -0.779 2.537 -3.126
H 0.548 2.442 -2.003
H 1.533 0.416 -2.907
H 0.348 0.633 -4.199
H 0.508 -0.936 -3.411
H -2.125 0.515 -3.681
H -2.725 0.405 -2.030
H -1.949 -0.987 -2.784
H -1.393 0.364 2.337
H -0.430 -0.957 1.684
H -2.070 -0.689 1.096
*
```

Calculated values
* molecular weight: 255.274 g/mol
* Kohn-Sham gap: 3.7858 eV
* energy relative to the best compared isomer or geometry (same formula, charge and spin): 108.13 kcal per mole
* LUMO level: -0.8 eV

***

Below is a 3-piece molecular cluster, C16H38N3O3 overall, with properties calculated with wB97M-V/def2-TZVPD.

Geometry as ORCA input:
```
! RIJCOSX wB97M-V def2-TZVPD def2/J DEFGRID3
* xyz -1 1
N 2.314 2.383 4.575
C 1.524 3.498 4.033
C 0.306 3.740 4.929
C -0.994 3.162 4.404
O -1.247 3.551 3.053
C 2.350 4.825 3.898
O 1.698 5.832 3.558
O 3.572 4.736 4.137
H 2.950 2.053 3.864
H 2.887 2.751 5.323
H 1.217 3.196 3.031
H 0.499 3.263 5.895
H 0.189 4.808 5.104
H -0.989 2.068 4.480
H -1.814 3.508 5.045
H -2.120 3.946 3.018
C 1.498 0.308 -0.629
C 1.876 -0.890 0.230
N 1.799 -0.622 1.649
C 2.430 -1.635 2.470
C 1.834 -3.050 2.463
C 0.517 -0.123 2.120
C -0.728 -0.983 1.857
H 2.090 1.182 -0.357
H 1.686 0.079 -1.680
H 0.442 0.565 -0.534
H 2.912 -1.157 -0.003
H 1.257 -1.752 -0.075
H 2.459 -1.265 3.498
H 3.476 -1.703 2.152
H 0.898 -3.102 3.017
H 2.531 -3.743 2.940
H 1.654 -3.414 1.450
H 0.351 0.859 1.674
H 0.605 0.076 3.191
H -0.760 -1.361 0.833
H -1.623 -0.377 2.010
H -0.797 -1.833 2.536
C -0.755 -2.502 -2.470
C -1.234 -2.631 -3.908
N -2.420 -1.842 -4.182
C -3.049 -2.163 -5.449
C -2.268 -1.883 -6.739
C -2.318 -0.428 -3.857
C -1.197 0.385 -4.519
H -1.557 -2.736 -1.769
H 0.066 -3.197 -2.290
H -0.384 -1.500 -2.250
H -1.483 -3.678 -4.101
H -0.395 -2.387 -4.580
H -4.008 -1.639 -5.493
H -3.297 -3.229 -5.424
H -2.221 -0.819 -6.967
H -2.764 -2.372 -7.581
H -1.249 -2.269 -6.691
H -2.206 -0.340 -2.774
H -3.282 0.035 -4.080
H -0.240 -0.136 -4.484
H -1.071 1.330 -3.989
H -1.418 0.625 -5.558
*
```

Calculated values
* molecular weight: 320.498 g/mol
* Kohn-Sham gap: 6.0844 eV
* LUMO level: 2.3 eV

***

Below is C5H8O2 as an isolated structure, with properties calculated with wB97M-V/def2-TZVPD.

Geometry as ORCA input:
```
! RIJCOSX wB97M-V def2-TZVPD def2/J DEFGRID3
* xyz 0 1
C 1.327 1.274 -0.702
C -0.382 0.407 0.434
C -0.626 -0.179 1.773
C -1.020 -0.344 -0.677
C 0.206 -1.237 -0.929
O 0.159 -2.394 -1.258
O 1.304 -0.587 -0.575
H 1.111 1.244 -1.767
H 0.912 2.158 -0.237
H 2.386 1.170 -0.491
H -0.958 -1.229 1.786
H 0.173 -0.018 2.502
H -1.482 0.432 2.114
H -1.873 -0.982 -0.429
H -1.237 0.287 -1.545
*
```

Calculated values
* molecular weight: 100.117 g/mol
* Kohn-Sham gap (alpha / beta): 8.1347 / 8.1347 eV
* energy relative to the best compared isomer or geometry (same formula, charge and spin): 142.22 kcal per mole
* LUMO level (alpha / beta): -0.3 / -0.3 eV

***

Below is a single C8H7N3O2 molecule, with properties calculated with wB97M-V/def2-TZVPD.

Geometry as ORCA input:
```
! RIJCOSX wB97M-V def2-TZVPD def2/J DEFGRID3
* xyz 0 1
N -1.060 -2.154 -0.703
C -0.714 -0.962 -0.230
C 0.488 -0.329 -0.012
C 1.795 -0.719 0.264
C 2.814 0.170 0.194
C 2.621 1.521 0.200
C 1.342 2.061 0.122
C 0.194 1.153 -0.034
N -1.021 1.478 -0.111
N -1.760 0.301 -0.310
C -3.091 0.285 0.177
O -3.901 1.109 0.007
O -3.322 -0.983 0.738
H -2.112 -2.319 -0.792
H -0.361 -2.828 -0.837
H 2.075 -1.765 0.174
H 3.927 -0.137 0.051
H 3.411 2.226 0.081
H 1.091 3.141 -0.074
H -2.417 -1.251 1.093
*
```

Calculated values
* SMILES: Nc1c2ccccc2nn1C(=O)O
* molecular weight: 177.163 g/mol
* Kohn-Sham gap (alpha / beta): 7.2688 / 7.2679 eV
* energy relative to the best compared isomer or geometry (same formula, charge and spin): 23.37 kcal per mole
* LUMO level (alpha / beta): -0.5 / -0.5 eV

***

Below is a single C6H7N molecule, with properties calculated with wB97M-V/def2-TZVPD.

Geometry as ORCA input:
```
! RIJCOSX wB97M-V def2-TZVPD def2/J DEFGRID3
* xyz 0 1
C 3.232 0.430 -0.727
C 2.222 -0.222 -0.596
N 1.249 -1.080 -0.406
C 0.140 -0.778 0.286
C -1.132 -1.286 0.769
C -0.806 0.198 0.735
C -1.285 0.970 -0.455
H 4.183 1.009 -0.823
H -1.794 -1.679 0.066
H -1.168 -1.790 1.706
H -0.641 0.785 1.696
H -1.875 1.852 -0.206
H -1.832 0.283 -1.013
H -0.493 1.308 -1.032
*
```

Calculated values
* SMILES: C#C/N=C1/C[C@@H]1C
* molecular weight: 93.129 g/mol
* Kohn-Sham gap: 9.0839 eV
* energy relative to the best compared isomer or geometry (same formula, charge and spin): 109.50 kcal per mole
* LUMO level: 0.3 eV

***

> The lowest molecular weight belongs to which entry?

C6H7N